{
  "formula": "C90H210O45",
  "method": "the ωB97M-V functional and the def2-TZVPD basis",
  "species": ["C", "O", "C", "C", "O", "C", "C", "O", "C", "H", "H", "H", "H", "H", "H", "H", "H", "H", "H", "H", "H", "H", "H", "C", "O", "C", "C", "O", "C", "C", "O", "C", "H", "H", "H", "H", "H", "H", "H", "H", "H", "H", "H", "H", "H", "H", "C", "O", "C", "C", "O", "C", "C", "O", "C", "H", "H", "H", "H", "H", "H", "H", "H", "H", "H", "H", "H", "H", "H", "C", "O", "C", "C", "O", "C", "C", "O", "C", "H", "H", "H", "H", "H", "H", "H", "H", "H", "H", "H", "H", "H", "H", "C", "O", "C", "C", "O", "C", "C", "O", "C", "H", "H", "H", "H", "H", "H", "H", "H", "H", "H", "H", "H", "H", "H", "C", "O", "C", "C", "O", "C", "C", "O", "C", "H", "H", "H", "H", "H", "H", "H", "H", "H", "H", "H", "H", "H", "H", "C", "O", "C", "C", "O", "C", "C", "O", "C", "H", "H", "H", "H", "H", "H", "H", "H", "H", "H", "H", "H", "H", "H", "C", "O", "C", "C", "O", "C", "C", "O", "C", "H", "H", "H", "H", "H", "H", "H", "H", "H", "H", "H", "H", "H", "H", "C", "O", "C", "C", "O", "C", "C", "O", "C", "H", "H", "H", "H", "H", "H", "H", "H", "H", "H", "H", "H", "H", "H", "C", "O", "C", "C", "O", "C", "C", "O", "C", "H", "H", "H", "H", "H", "H", "H", "H", "H", "H", "H", "H", "H", "H", "C", "O", "C", "C", "O", "C", "C", "O", "C", "H", "H", "H", "H", "H", "H", "H", "H", "H", "H", "H", "H", "H", "H", "C", "O", "C", "C", "O", "C", "C", "O", "C", "H", "H", "H", "H", "H", "H", "H", "H", "H", "H", "H", "H", "H", "H", "C", "O", "C", "C", "O", "C", "C", "O", "C", "H", "H", "H", "H", "H", "H", "H", "H", "H", "H", "H", "H", "H", "H", "C", "O", "C", "C", "O", "C", "C", "O", "C", "H", "H", "H", "H", "H", "H", "H", "H", "H", "H", "H", "H", "H", "H", "C", "O", "C", "C", "O", "C", "C", "O", "C", "H", "H", "H", "H", "H", "H", "H", "H", "H", "H", "H", "H", "H", "H"],
  "xyz": [[-18.61974, 15.23532, -21.29198], [-18.02742, 14.94202, -19.95872], [-18.67026, 13.97592, -19.01433], [-20.07712, 14.26585, -18.60483], [-20.32333, 15.65247, -18.21746], [-20.82089, 15.79384, -16.85386], [-21.08830, 17.22165, -16.46601], [-21.39177, 17.17855, -15.02965], [-22.25162, 18.21308, -14.52957], [-17.68487, 15.31180, -21.84721], [-19.02671, 16.22903, -21.47908], [-19.30994, 14.53233, -21.75837], [-17.94456, 13.75038, -18.23293], [-18.71929, 13.05772, -19.59967], [-20.31719, 13.56422, -17.80597], [-20.83422, 14.09221, -19.36952], [-20.24665, 15.42277, -16.00495], [-21.71433, 15.19648, -16.67211], [-21.98918, 17.58245, -16.96234], [-20.23653, 17.90059, -16.50620], [-23.06227, 18.31572, -15.25095], [-21.59954, 19.08649, -14.52229], [-22.61591, 17.92030, -13.54485], [-7.17217, 16.97414, -12.95312], [-7.37460, 18.00836, -11.95942], [-7.74194, 17.47505, -10.72545], [-8.79560, 18.32026, -10.03117], [-10.02396, 17.81997, -10.52689], [-11.16241, 18.30441, -9.75786], [-11.59633, 19.76422, -10.03085], [-11.65954, 20.02980, -11.46186], [-10.92585, 21.15216, -11.88585], [-6.44836, 16.23876, -12.60180], [-6.82083, 17.42440, -13.88153], [-8.15760, 16.64383, -13.28164], [-6.82770, 17.41234, -10.13525], [-8.14122, 16.47937, -10.91861], [-8.65651, 19.35948, -10.32908], [-8.71987, 18.17926, -8.95298], [-11.03200, 18.30260, -8.67569], [-11.90821, 17.55690, -10.02831], [-10.85845, 20.44883, -9.61261], [-12.61333, 19.90630, -9.66528], [-10.45635, 21.21063, -12.86781], [-10.06816, 21.29896, -11.22941], [-11.58016, 22.01173, -11.74056], [-14.68749, 25.24968, -8.92534], [-15.07936, 25.00826, -7.56245], [-14.02876, 24.69142, -6.57790], [-12.76388, 25.54678, -6.42787], [-11.74339, 25.13159, -7.31448], [-10.76587, 26.09723, -7.60359], [-11.08282, 27.36783, -8.45314], [-11.86428, 28.46866, -7.78011], [-12.09879, 29.61666, -8.51283], [-13.68508, 24.89130, -9.15956], [-14.64622, 26.31388, -9.15742], [-15.53331, 24.85484, -9.48818], [-13.70263, 23.72005, -6.94962], [-14.45883, 24.58177, -5.58235], [-12.35614, 25.53643, -5.41706], [-13.15858, 26.55358, -6.56441], [-10.08418, 25.59491, -8.28995], [-10.33607, 26.30876, -6.62450], [-11.61235, 27.18061, -9.38729], [-10.06552, 27.68449, -8.68323], [-12.67237, 29.49377, -9.43153], [-11.06718, 29.90876, -8.70919], [-12.60982, 30.31892, -7.85422], [-18.92698, 22.95022, -12.49304], [-18.83388, 22.74563, -13.88314], [-19.31037, 21.44565, -14.22876], [-18.93677, 20.98407, -15.66571], [-19.57849, 21.79193, -16.53305], [-19.08676, 21.84181, -17.90880], [-19.45331, 20.47542, -18.66277], [-18.36843, 19.45826, -18.42235], [-18.59751, 18.37939, -19.33028], [-19.95035, 23.09428, -12.14654], [-18.39084, 23.80084, -12.07221], [-18.63517, 22.02617, -11.99397], [-20.37494, 21.26511, -14.07974], [-18.72002, 20.73129, -13.65494], [-19.06999, 19.90570, -15.75207], [-17.86639, 21.14698, -15.79153], [-18.00667, 21.93286, -17.79382], [-19.57882, 22.61937, -18.49308], [-19.51634, 20.65211, -19.73650], [-20.41237, 20.08212, -18.32570], [-19.49697, 17.89389, -18.95163], [-17.90730, 17.53578, -19.33661], [-18.69054, 18.78463, -20.33787], [-17.10987, 15.83394, -29.82189], [-16.67083, 16.58833, -28.67381], [-17.63120, 16.95136, -27.76179], [-17.19586, 17.54280, -26.37072], [-16.16436, 18.46508, -26.62498], [-15.47519, 19.02156, -25.49303], [-14.76136, 18.02935, -24.50904], [-15.61008, 17.79641, -23.34865], [-15.29603, 16.67023, -22.43928], [-17.95509, 16.31634, -30.31280], [-17.32576, 14.83692, -29.43788], [-16.30096, 15.79483, -30.55143], [-18.30462, 16.10320, -27.63832], [-18.25323, 17.68050, -28.28095], [-16.83183, 16.70040, -25.78254], [-17.96462, 17.95870, -25.71944], [-16.08316, 19.74724, -24.95280], [-14.63555, 19.59086, -25.89180], [-13.79045, 18.32317, -24.11017], [-14.66886, 17.09315, -25.05955], [-14.28873, 16.81052, -22.04717], [-15.26866, 15.68437, -22.90343], [-15.94739, 16.74534, -21.56853], [-9.50533, 18.77808, -19.15715], [-10.87809, 19.09804, -19.44170], [-11.63703, 17.95770, -19.93844], [-12.44512, 17.50474, -18.67751], [-11.54148, 17.14771, -17.64521], [-12.11073, 17.36375, -16.33401], [-11.29841, 17.02538, -15.03037], [-9.95993, 17.56799, -14.93795], [-9.98184, 18.92195, -14.43373], [-9.48087, 18.14968, -18.26686], [-8.93084, 19.66464, -18.88867], [-9.17346, 18.24252, -20.04661], [-11.19524, 17.09052, -20.42928], [-12.35791, 18.36626, -20.64663], [-13.01564, 16.60897, -18.92283], [-13.16090, 18.27040, -18.37828], [-13.04999, 16.81923, -16.23707], [-12.18602, 18.44683, -16.23730], [-11.21356, 15.93906, -15.05885], [-11.87530, 17.16314, -14.11587], [-10.62262, 19.59018, -15.00902], [-9.00858, 19.32523, -14.15400], [-10.47522, 18.82087, -13.46706], [-11.98696, 13.73358, -17.18709], [-12.20148, 12.35995, -16.84942], [-11.07376, 11.50221, -16.99778], [-11.49971, 10.14772, -16.36208], [-11.37523, 9.96731, -14.99793], [-11.98323, 10.95010, -14.19147], [-12.10924, 10.53209, -12.75410], [-10.81994, 10.52055, -12.05208], [-11.13877, 10.04165, -10.73035], [-11.19862, 14.28780, -16.67772], [-12.84208, 14.40611, -17.11960], [-11.67701, 13.90277, -18.21831], [-10.25470, 11.73686, -16.31793], [-10.56468, 11.59111, -17.95749], [-10.86470, 9.34899, -16.74533], [-12.55616, 9.96659, -16.56011], [-13.01314, 11.08641, -14.52132], [-11.58858, 11.93533, -14.43977], [-12.27920, 9.45556, -12.77203], [-12.88696, 11.15180, -12.30779], [-10.31764, 10.03480, -10.01355], [-11.54228, 9.03039, -10.67897], [-11.84275, 10.78891, -10.36412], [-16.58467, 19.77125, -10.00702], [-16.11394, 19.49154, -11.35197], [-15.07726, 18.50519, -11.35994], [-14.40585, 18.22386, -12.72924], [-15.17258, 17.52101, -13.62582], [-16.38979, 18.18067, -14.06490], [-17.01357, 17.29913, -15.04893], [-16.12694, 17.41740, -16.14312], [-16.47229, 16.53024, -17.28952], [-17.49527, 20.37024, -10.01872], [-15.94883, 20.46185, -9.45303], [-16.70267, 18.89221, -9.37342], [-15.40907, 17.50108, -11.09581], [-14.23707, 18.72760, -10.70214], [-13.53885, 17.59937, -12.51380], [-14.09101, 19.13639, -13.23548], [-16.23181, 19.23974, -14.26865], [-17.06321, 18.19074, -13.20788], [-18.01181, 17.67576, -15.27194], [-17.24877, 16.34992, -14.56752], [-16.52506, 15.45552, -17.11551], [-15.72943, 16.65921, -18.07668], [-17.50642, 16.77645, -17.53048], [-20.85560, 22.60318, -8.32708], [-21.15868, 21.20257, -8.37404], [-20.28313, 20.49524, -9.13039], [-20.62471, 19.01413, -8.83498], [-19.71545, 18.04683, -9.47418], [-19.74165, 16.71647, -8.95805], [-20.98844, 15.88470, -9.16182], [-21.13752, 15.16390, -10.40912], [-21.25979, 15.96569, -11.57941], [-19.93200, 22.64352, -7.74962], [-21.61328, 22.94322, -7.62112], [-21.01564, 23.17980, -9.23812], [-19.23474, 20.61804, -8.85856], [-20.50162, 20.76187, -10.16444], [-21.60309, 18.69256, -9.19201], [-20.62104, 18.80264, -7.76571], [-19.71077, 16.56098, -7.87964], [-18.96791, 16.13394, -9.45815], [-21.75606, 16.64759, -9.03196], [-21.05936, 15.11990, -8.38842], [-20.44142, 16.67451, -11.70570], [-22.21474, 16.49014, -11.54604], [-21.08747, 15.21904, -12.35460], [-20.05017, 11.02260, -15.14092], [-20.98992, 11.52819, -14.17491], [-21.51651, 12.79885, -14.51916], [-22.61570, 12.50044, -15.67550], [-22.11291, 12.30813, -16.91411], [-22.94315, 12.01910, -17.99660], [-22.12151, 11.53981, -19.19121], [-22.48768, 12.28852, -20.41079], [-21.93866, 11.65592, -21.53761], [-19.57547, 11.85423, -15.66165], [-20.33650, 10.52727, -16.06868], [-19.39113, 10.28580, -14.68169], [-20.78106, 13.52320, -14.86919], [-21.86163, 13.20658, -13.56902], [-23.22074, 13.40708, -15.68097], [-23.34745, 11.75074, -15.37453], [-23.38299, 12.98183, -18.25696], [-23.77957, 11.37653, -17.72168], [-22.32998, 10.47799, -19.32229], [-21.04503, 11.57189, -19.02313], [-22.52139, 10.73905, -21.62647], [-20.86297, 11.57753, -21.37993], [-22.20058, 12.42889, -22.26010], [-14.91871, 21.03847, -6.91687], [-16.25992, 20.53881, -6.85807], [-16.66312, 19.57378, -5.88785], [-15.65913, 18.42299, -5.87161], [-15.68421, 17.80253, -7.15050], [-16.40846, 16.56722, -7.17863], [-15.53496, 15.34050, -6.66445], [-14.89582, 15.54259, -5.30227], [-13.61388, 15.94158, -5.50237], [-14.90273, 21.86456, -7.62779], [-14.18785, 20.28617, -7.21354], [-14.52752, 21.46705, -5.99417], [-17.71178, 19.32405, -6.04925], [-16.42386, 20.01160, -4.91875], [-16.03057, 17.75483, -5.09464], [-14.66462, 18.75528, -5.57386], [-16.64182, 16.44646, -8.23649], [-17.40774, 16.63732, -6.74895], [-14.91769, 15.04228, -7.51188], [-16.27903, 14.56220, -6.49504], [-13.14756, 16.28576, -4.57923], [-13.54291, 16.82858, -6.13188], [-12.95635, 15.13575, -5.82853], [-22.24181, 26.01676, -3.67806], [-21.92371, 26.51538, -4.86165], [-21.41079, 25.64515, -5.87454], [-20.06381, 26.24656, -6.47867], [-19.47040, 25.38577, -7.43571], [-18.13803, 25.62831, -7.79351], [-17.96110, 26.76453, -8.71141], [-17.89763, 28.07174, -8.12413], [-16.64149, 28.36814, -7.70758], [-22.67498, 25.02878, -3.83412], [-22.93341, 26.62913, -3.09945], [-21.32297, 25.81536, -3.12736], [-22.07952, 25.57793, -6.73267], [-21.36463, 24.60690, -5.54591], [-19.39604, 26.45512, -5.64280], [-20.26829, 27.07968, -7.15113], [-17.73276, 24.71342, -8.22575], [-17.62432, 25.84166, -6.85614], [-18.85521, 26.66616, -9.32704], [-17.08616, 26.51899, -9.31330], [-16.25849, 27.76986, -6.88084], [-16.54718, 29.40684, -7.39084], [-15.97210, 28.36829, -8.56781], [-17.33854, 10.39232, -18.21909], [-16.20054, 9.53315, -18.34540], [-15.80361, 8.63633, -17.20968], [-15.92632, 9.20307, -15.75826], [-15.22234, 8.44688, -14.73322], [-15.75161, 7.13172, -14.40475], [-14.89331, 6.58361, -13.17627], [-13.56202, 6.15665, -13.40044], [-12.66274, 7.05874, -14.11045], [-17.29923, 11.14406, -17.43078], [-18.27172, 9.84418, -18.08941], [-17.36644, 10.99234, -19.12864], [-14.87022, 8.10618, -17.39899], [-16.56038, 7.86453, -17.35016], [-16.97882, 9.27044, -15.48291], [-15.74526, 10.27693, -15.71210], [-15.61107, 6.47324, -15.26193], [-16.79444, 7.14220, -14.08775], [-15.44721, 5.71625, -12.81711], [-14.79646, 7.34633, -12.40363], [-12.54868, 6.54135, -15.06303], [-11.67983, 6.95285, -13.65136], [-13.01781, 8.04435, -14.41145], [-15.54316, 13.06701, -20.84349], [-16.02293, 13.57376, -22.12387], [-15.94281, 12.52570, -23.08864], [-16.55480, 12.95015, -24.42093], [-16.28697, 11.96906, -25.48310], [-14.93402, 11.96077, -26.05044], [-14.50884, 10.47389, -26.04675], [-14.29395, 9.79607, -24.85673], [-14.14878, 8.37982, -24.99277], [-15.97878, 12.09642, -20.60625], [-15.83337, 13.81465, -20.10530], [-14.45554, 13.12963, -20.87897], [-16.37181, 11.55810, -22.82818], [-14.88177, 12.33501, -23.24969], [-16.16734, 13.91138, -24.75859], [-17.60319, 13.24819, -24.40875], [-14.22926, 12.52661, -25.44114], [-14.94874, 12.38491, -27.05443], [-13.62257, 10.35182, -26.66943], [-15.32382, 10.08344, -26.65623], [-14.85698, 8.10612, -25.77486], [-14.46338, 8.02605, -24.01094], [-13.09434, 8.16820, -25.17011], [-14.91056, 22.06924, -19.36034], [-14.32985, 22.47731, -18.08283], [-14.01291, 21.36558, -17.28366], [-13.14077, 21.78702, -16.10433], [-13.84247, 22.78243, -15.32800], [-14.87589, 22.36538, -14.42982], [-14.62353, 22.78261, -12.96095], [-15.20214, 24.04367, -12.48618], [-14.89627, 25.11400, -13.36850], [-14.10074, 21.54645, -19.86923], [-15.25304, 22.90560, -19.96969], [-15.75774, 21.38503, -19.31309], [-13.60906, 20.63188, -17.98129], [-14.94382, 20.98062, -16.86733], [-12.33866, 22.38792, -16.53289], [-12.67047, 20.92301, -15.63488], [-15.32839, 21.38301, -14.56513], [-15.59891, 23.01274, -14.92609], [-13.54129, 22.67860, -12.88325], [-14.97505, 21.91791, -12.39808], [-15.12245, 25.91089, -12.66004], [-15.45793, 25.06087, -14.30114], [-13.81856, 25.01258, -13.49637]],
  "forces_ev_per_a": [[1.817, 0.088, 0.477], [-1.680, -0.180, 0.535], [0.653, 0.735, -2.943], [-0.853, 1.304, 0.675], [0.242, -0.579, 1.997], [0.063, -0.434, -0.227], [-0.928, 0.554, 1.771], [-0.176, -1.135, -0.317], [1.231, -0.656, -1.341], [-0.302, -0.586, -0.541], [-0.525, 0.235, 1.222], [0.172, -0.538, 0.541], [-0.088, 0.727, 0.198], [-0.156, -0.504, 0.025], [-0.115, 0.114, 0.280], [0.376, -0.245, -0.454], [1.380, -0.308, -0.499], [-0.608, 0.123, -0.655], [0.214, 0.416, -0.366], [0.097, -0.022, -0.909], [-0.329, 0.395, 0.263], [-0.605, 0.610, 0.401], [0.144, 0.105, -0.123], [-0.545, 1.399, -0.098], [0.292, 0.153, -1.588], [0.423, -0.065, 0.170], [0.322, -0.860, -1.043], [-1.223, 1.111, 1.604], [0.154, -0.036, -1.336], [0.458, -0.620, -2.139], [0.247, -1.020, -0.037], [0.128, 1.072, 1.423], [-0.305, -0.278, -0.066], [0.528, 0.355, 0.293], [-0.011, -0.886, 0.471], [0.033, -0.213, 0.464], [-0.167, -0.181, 0.556], [0.080, 0.247, 0.236], [-0.076, 0.154, 0.200], [0.474, -0.533, 0.234], [-0.424, 0.396, 0.122], [-0.252, 0.101, 0.383], [0.143, 0.188, 0.521], [-0.749, -0.945, -0.403], [0.187, 0.087, 0.269], [0.148, 0.452, -0.299], [-0.269, 0.322, 0.882], [1.106, 0.887, 1.244], [0.420, -1.106, -1.359], [-1.157, 0.514, -0.254], [-1.207, 0.121, -1.010], [-0.793, 0.471, -0.288], [-1.236, 1.262, 1.290], [0.364, -3.721, 0.885], [1.327, 0.149, -0.113], [-0.242, -0.691, -0.131], [-0.045, 0.348, 0.278], [0.578, -0.386, -0.480], [0.322, -0.374, 0.551], [-0.566, 0.097, -0.342], [-0.208, -0.333, 0.332], [0.659, 0.544, -0.478], [0.388, -0.192, 0.419], [0.706, 0.715, -0.258], [0.062, -0.507, -0.042], [0.037, 0.697, -0.163], [-0.065, -0.223, -0.167], [-0.185, 1.303, -0.768], [0.113, 0.042, -0.100], [-0.669, -0.707, 0.678], [-0.350, -0.031, -0.533], [1.398, -0.911, -0.825], [1.396, 0.998, 1.972], [-1.904, 1.559, -3.074], [-0.791, -3.061, 0.948], [2.412, 0.159, 1.033], [-0.867, 1.296, -0.508], [-0.904, -0.064, 0.538], [-0.542, 0.101, -0.317], [0.520, -0.061, -0.783], [0.525, -0.009, 0.332], [-0.204, 0.437, 0.274], [-0.254, -0.292, 0.712], [-0.543, -0.250, -0.179], [0.580, -0.138, 0.167], [0.148, 0.227, -0.686], [0.129, 0.325, 0.656], [0.088, 0.051, -0.131], [-0.049, 0.002, 0.207], [-0.556, -0.114, -0.742], [0.733, 0.715, 0.290], [-0.208, -0.233, -0.193], [0.247, 0.575, 1.393], [2.370, -0.231, -0.725], [-2.295, 0.882, 0.185], [1.221, -1.341, -0.925], [0.689, 0.420, 0.785], [1.084, -0.332, 0.387], [-1.929, -0.887, 0.686], [-0.268, -0.918, 0.352], [0.956, 1.632, -1.039], [-0.310, -0.108, 0.118], [-0.392, -0.221, -0.480], [0.134, 0.037, 0.326], [-0.209, -0.288, 0.720], [-0.357, 0.574, 0.187], [0.425, -0.229, 0.155], [-0.667, 0.237, -0.630], [-0.339, -0.223, 0.215], [-0.205, 0.092, -0.502], [0.147, 0.460, -0.497], [0.350, -0.227, -0.103], [0.342, 0.179, 0.074], [-0.618, 0.128, -0.201], [-0.325, -0.108, -0.419], [-0.992, -0.547, 0.196], [0.374, -0.695, -1.043], [-1.485, 1.293, 2.433], [0.481, -0.777, -0.878], [0.280, -0.328, 1.255], [0.790, 1.257, 0.826], [1.175, -1.479, -1.781], [-0.766, 0.508, -0.407], [-1.127, -1.151, 1.281], [0.162, -0.350, -0.137], [-0.219, 0.213, -0.609], [0.865, 0.117, 0.219], [1.076, 0.325, 0.241], [-0.046, 0.062, -0.093], [-0.412, -0.207, -0.195], [0.211, 0.277, 0.143], [-0.335, 0.335, 0.021], [-1.012, 0.253, -0.299], [0.700, -0.200, 0.098], [-0.292, 0.829, -0.171], [0.420, 0.147, -0.461], [0.233, -0.292, -0.846], [-0.210, 0.338, 0.341], [0.664, 0.570, -0.822], [0.185, 1.258, -0.275], [-0.030, -0.098, 2.155], [-0.272, -0.418, -1.782], [1.099, 0.463, 1.603], [-0.753, 0.408, -0.750], [2.514, -0.900, -0.660], [-0.974, 0.026, 0.647], [0.141, 1.065, -0.033], [0.272, -0.615, 0.830], [-0.645, -0.825, 0.516], [0.032, -0.675, -0.537], [0.211, 0.921, 0.399], [-0.703, -0.701, -0.566], [-0.232, -0.028, -0.486], [-0.216, -0.044, -0.783], [-0.576, -0.256, -0.188], [0.582, 0.136, 0.724], [-1.282, 0.106, -0.041], [0.140, -0.146, 0.544], [0.553, 0.285, -0.616], [-0.345, -0.060, -0.484], [-0.410, -0.390, 0.577], [0.355, 0.596, -0.190], [0.305, -0.397, 0.934], [0.546, -0.329, -0.896], [-0.420, 1.278, 0.633], [-1.337, -0.593, -1.075], [0.438, -0.430, 3.098], [-0.006, 1.212, -0.989], [-0.395, -2.801, -1.876], [-0.401, 1.019, 1.396], [-0.304, -0.566, -0.667], [0.826, -0.200, -0.193], [-0.132, -0.194, -0.297], [-0.688, -0.043, 0.525], [-0.129, 0.494, 0.402], [0.140, 0.113, 0.049], [0.400, 0.486, 0.291], [0.247, -0.055, -0.799], [-0.167, 0.164, 0.332], [-0.287, 0.374, -0.492], [0.871, -0.726, -0.430], [0.463, -0.168, 0.905], [-0.321, 0.512, 0.002], [0.184, 0.222, -0.667], [-1.068, -1.025, 2.040], [-1.060, 1.313, 0.772], [0.076, -2.359, -0.773], [0.326, -1.781, -0.783], [0.030, 0.373, 0.686], [-0.230, -0.899, -0.622], [-0.813, 0.252, -1.599], [0.437, 0.776, 1.219], [0.803, -0.710, 0.578], [0.485, 0.858, -0.797], [-0.038, 0.434, -0.059], [0.695, -0.319, -0.280], [0.208, 0.431, -0.051], [0.695, -0.324, -0.531], [-0.369, 0.782, 0.009], [0.169, 0.403, 0.277], [0.986, 1.138, 0.519], [0.603, 0.450, 0.178], [-0.972, -0.432, -0.015], [-0.033, 0.085, -0.063], [0.029, 0.291, 0.292], [-0.146, -0.066, -0.531], [-0.797, 0.370, -0.457], [0.197, 0.346, -0.323], [1.299, -0.524, -0.791], [-1.169, -1.986, -1.662], [-1.146, 2.495, 2.879], [2.887, -1.181, -0.768], [-0.351, 1.530, -0.223], [-0.905, 0.091, -0.869], [0.290, -0.576, 3.300], [-0.945, 1.242, 0.586], [0.926, 0.388, 0.764], [-1.674, -0.499, 0.251], [0.237, 0.573, 0.405], [0.368, -0.218, -0.370], [-0.877, -0.045, -0.350], [-0.410, 0.598, -0.082], [0.386, -0.641, 0.279], [-0.421, 0.112, -0.514], [0.151, -0.442, 0.030], [-0.167, -0.197, -0.442], [0.114, 0.495, 0.181], [0.665, -0.409, -0.793], [0.137, -0.521, -0.533], [0.421, -0.717, -0.902], [-0.457, -0.340, 0.282], [-0.342, 0.710, -0.763], [3.214, 0.919, 0.223], [-2.127, -0.361, -0.286], [0.193, -0.734, 0.378], [1.465, 0.033, -0.099], [-2.065, 1.033, 1.349], [-2.474, -0.787, -2.825], [2.385, 1.099, 0.518], [-0.260, -0.220, -0.177], [-0.093, -0.252, -0.279], [-0.380, -0.049, 0.559], [0.251, -0.030, -0.021], [-0.988, 0.346, 0.621], [0.304, -0.351, 0.066], [0.036, 0.050, -0.335], [0.282, -0.482, -0.165], [0.143, 0.148, 0.796], [0.856, 0.014, 0.678], [0.215, -0.287, 0.007], [-0.340, -0.143, 0.510], [0.108, -0.185, -0.577], [0.016, -0.102, -0.534], [0.044, -2.547, 2.136], [0.782, 2.097, -4.279], [0.680, 0.632, -0.918], [-0.766, -0.513, -0.295], [-1.050, -1.891, 0.211], [0.220, -0.115, 2.202], [-0.382, 0.311, -0.794], [-1.918, -1.256, -0.634], [1.986, 1.279, 0.179], [-0.578, -0.304, 0.445], [0.138, 0.212, -0.235], [0.090, 0.119, 0.799], [-0.524, 0.355, 0.081], [0.678, -0.003, 0.450], [0.243, 0.329, -0.096], [-0.475, 0.998, 1.259], [-0.108, -0.029, 0.013], [0.643, -0.227, 0.085], [0.024, 0.771, -0.464], [0.203, 0.619, -0.239], [0.071, -0.412, -0.090], [-0.643, 0.138, 0.270], [0.552, -0.567, -0.075], [0.556, -0.309, 0.130], [1.171, 0.190, 1.302], [-2.264, 0.295, -0.435], [-0.628, -0.459, -0.037], [-0.818, 0.501, -0.888], [2.107, 0.380, 0.789], [-0.074, 0.733, -1.042], [-0.215, 0.498, -0.493], [-0.339, -1.900, -0.924], [0.399, -0.130, 0.478], [-0.140, -0.242, -0.120], [-0.088, -0.352, -0.194], [0.342, 0.888, -0.273], [-0.055, -0.459, 0.565], [-0.461, -0.710, -0.018], [1.370, -0.099, 0.094], [-0.158, -0.189, -0.036], [-0.156, 0.299, -0.103], [0.155, -0.022, 0.221], [-0.784, 0.286, 0.085], [0.264, 0.127, -0.430], [-0.194, 0.692, 0.333], [-0.011, -0.003, 0.993], [-0.150, 1.700, -0.801], [-0.552, -1.554, 0.583], [0.420, 0.492, -0.862], [0.925, 0.451, -1.389], [0.214, 0.955, 0.774], [-0.445, -0.936, 2.319], [-0.029, 0.566, -2.111], [-0.444, 1.036, 0.910], [-0.523, 1.632, 0.433], [0.324, -0.070, -0.049], [-0.301, -0.154, 0.019], [0.172, -0.811, 0.099], [-0.329, 0.076, 0.641], [0.226, -0.247, -0.215], [0.794, 0.175, 0.142], [-0.393, -1.107, 0.240], [-0.158, 0.350, 0.158], [-0.014, -0.293, -0.093], [0.352, 0.264, -0.317], [-0.295, -0.937, 0.166], [0.333, -0.787, -0.061], [0.116, -0.509, -0.236], [-0.124, -0.459, -0.352], [1.019, -0.113, 0.734], [-1.136, 0.754, -1.237], [-0.692, -0.022, 0.064], [-0.130, 1.527, -1.452], [1.752, -1.991, 0.323], [-1.219, 2.404, -1.005], [-0.503, -0.874, -0.696], [0.368, -2.979, -0.763], [0.559, -0.694, 1.691], [-0.063, -0.076, -0.473], [0.385, 0.352, 0.462], [-0.112, -0.163, 0.654], [0.603, -0.547, 0.545], [-0.273, -0.489, 0.007], [0.292, -0.137, 0.007], [-0.447, -0.034, 0.729], [0.820, -0.459, 0.080], [-1.285, -0.038, 1.052], [0.395, 0.927, 0.370], [-0.585, 0.553, 0.699], [-0.058, 0.865, -1.017], [0.046, 0.371, 0.071], [0.133, 0.723, -0.716]],
  "de_lowest_kj_mol": 935.0,
  "largest_force_ev_per_a": 4.8,
  "homo_ev": -9.0,
  "spin_multiplicity": 1
}